Entry from the OMol25 dataset: 8 unconnected molecules or ions with the total composition C33H77Cl6O16P in a non-equilibrium geometry (the ωB97M-V functional and the def2-TZVPD basis).

The geometry in XYZ format:
```
133
Properties=species:S:1:pos:R:3:forces:R:3
Cl 5.148 0.011 -2.125 -0.9 0.4 0.1
C 5.977 -1.230 -1.199 0.1 -2.3 -1.5
C 5.163 -2.218 -0.309 0.0 2.4 1.0
Cl 6.372 -2.839 0.849 0.0 -0.5 0.0
H 6.883 -0.759 -0.818 -0.4 -0.4 0.6
H 6.250 -1.954 -1.967 0.9 0.4 -0.3
H 4.630 -3.043 -0.782 0.5 0.2 -0.4
H 4.442 -1.630 0.259 -0.1 -0.3 0.3
Cl -1.017 5.918 -1.484 -0.2 0.5 0.2
C -1.131 4.188 -1.061 0.4 0.4 0.0
C -2.097 3.520 -1.962 -0.8 -0.3 -0.3
Cl -3.769 3.841 -1.451 -0.9 0.2 0.5
H -1.517 4.089 -0.046 0.5 0.1 0.1
H -0.114 3.822 -1.201 -0.3 -0.3 0.2
H -2.020 2.441 -1.825 0.4 0.0 -0.7
H -2.130 3.924 -2.974 0.8 -0.7 0.0
Cl 2.976 -6.617 0.817 -0.2 1.1 0.4
C 2.537 -5.141 1.825 -0.6 -0.1 0.2
C 0.996 -4.915 1.834 1.8 -1.1 0.4
Cl 0.535 -4.384 0.221 -0.5 0.1 -0.3
H 3.006 -4.221 1.474 0.3 -0.4 -0.4
H 2.955 -5.364 2.807 -0.4 0.1 0.0
H 0.707 -4.184 2.589 0.1 0.0 -0.1
H 0.578 -5.898 2.053 -0.5 0.2 -0.1
C 1.545 -2.048 -2.124 -0.1 0.0 -0.2
O 1.624 -0.724 -1.594 -1.1 1.9 1.4
P 0.306 0.112 -1.130 -1.6 0.4 0.3
O 0.433 1.484 -0.457 0.4 -3.7 -1.6
O -0.533 0.157 -2.528 0.3 0.3 1.8
C -0.029 0.940 -3.607 0.4 -0.7 -1.4
O -0.598 -1.023 -0.310 2.0 1.1 -1.3
C -1.972 -0.962 0.028 -0.7 0.1 -0.3
H 1.872 -2.717 -1.328 -0.2 -0.2 -0.4
H 2.187 -2.095 -3.004 0.3 0.1 0.2
H 0.544 -2.268 -2.494 -0.1 -0.1 0.4
H 1.021 0.720 -3.797 0.2 0.1 0.3
H -0.178 2.020 -3.603 -0.2 -0.2 0.6
H -0.539 0.498 -4.463 -0.1 0.4 -0.2
H -2.081 -0.788 1.098 0.0 0.3 -0.1
H -2.485 -1.894 -0.207 0.6 -0.5 0.1
H -2.544 -0.274 -0.594 0.3 0.6 0.3
C 6.182 2.539 3.175 -0.3 1.7 -1.2
O 4.997 3.203 2.607 2.3 0.0 0.5
C 4.128 2.288 2.001 -0.3 -0.2 -0.3
C 3.043 3.029 1.209 0.5 0.0 2.1
O 2.235 3.663 2.245 -0.1 0.8 -1.4
C 1.433 4.721 1.718 -1.1 0.6 0.9
C 0.619 5.511 2.786 1.1 -0.3 0.0
O 1.535 6.461 3.431 0.9 -3.1 -2.3
C 1.104 7.337 4.332 -2.5 1.9 2.3
H 6.057 2.101 4.165 -0.5 -0.6 -0.3
H 6.973 3.273 3.328 -0.4 0.7 0.1
H 6.657 1.958 2.385 -0.4 -1.0 0.3
H 3.828 1.665 2.843 -1.1 -0.4 -0.4
H 4.584 1.622 1.268 0.7 -0.1 -0.1
H 2.538 2.357 0.515 -0.7 -0.3 0.5
H 3.510 3.758 0.546 0.3 0.4 0.4
H 0.711 4.257 1.045 -0.2 0.2 -0.3
H 1.936 5.559 1.236 0.9 -0.5 -0.5
H 0.136 4.747 3.394 0.3 0.3 1.1
H -0.207 6.042 2.312 0.1 0.3 -0.3
H 0.360 6.951 5.029 -0.2 -0.6 0.3
H 0.567 8.196 3.932 -0.1 0.4 -0.7
H 1.834 7.788 5.005 0.8 -0.5 -0.4
C -1.316 -4.742 5.274 -1.2 0.7 -0.9
O -0.119 -4.082 5.034 1.2 0.0 -0.5
C 0.902 -4.232 5.972 1.5 1.4 0.4
C 1.923 -3.053 5.782 -1.0 -0.3 -0.4
O 2.660 -3.100 4.522 -1.1 -0.8 2.1
C 3.608 -2.097 4.559 1.0 1.8 -2.6
C 4.102 -1.861 3.114 -1.5 0.8 -0.1
O 3.187 -1.150 2.179 1.8 -0.8 0.9
C 1.789 -1.317 2.177 0.3 -0.2 0.3
H -1.892 -4.542 4.371 -0.1 -0.3 -0.2
H -1.894 -4.194 6.018 0.1 -0.5 0.7
H -1.274 -5.826 5.377 0.3 0.0 0.5
H 1.451 -5.174 5.959 -0.1 -0.4 -0.6
H 0.517 -4.159 6.989 -0.2 0.2 0.3
H 2.573 -2.873 6.638 0.6 -1.0 0.1
H 1.365 -2.118 5.836 -0.5 0.2 -0.6
H 4.560 -2.305 5.047 -0.2 -0.5 0.8
H 3.205 -1.145 4.904 -0.2 0.1 0.5
H 4.415 -2.855 2.793 -0.2 0.1 -0.7
H 4.955 -1.183 3.097 0.1 -0.2 0.2
H 1.448 -0.464 1.591 -0.4 -0.1 0.2
H 1.388 -1.312 3.190 -0.2 0.2 0.0
H 1.479 -2.251 1.707 0.0 0.0 -0.2
C -2.875 -4.637 1.053 -0.2 0.2 1.6
O -3.843 -5.648 1.282 -0.6 -0.1 -0.7
C -4.909 -5.673 0.314 0.2 0.2 0.8
C -5.674 -4.317 0.104 1.3 -0.4 -1.6
O -6.377 -4.350 -1.135 -1.5 -0.6 -0.3
C -7.659 -5.047 -1.140 0.3 0.1 -0.1
C -8.486 -4.763 -2.407 -0.8 0.4 0.0
O -9.210 -3.544 -2.332 0.2 0.9 0.3
C -10.034 -3.229 -3.452 0.9 0.0 0.4
H -3.261 -3.775 1.598 0.3 0.6 -0.2
H -2.583 -4.329 0.049 -0.4 -0.5 -0.4
H -1.975 -4.959 1.577 0.0 0.0 -0.1
H -5.585 -6.474 0.613 0.0 0.1 0.2
H -4.401 -6.025 -0.583 -0.6 0.5 -0.7
H -4.891 -3.596 -0.130 0.1 0.2 0.2
H -6.272 -3.854 0.889 -0.1 -0.7 0.4
H -8.208 -4.847 -0.220 -0.2 0.6 0.0
H -7.536 -6.128 -1.087 0.5 -0.3 -0.3
H -9.306 -5.457 -2.593 0.4 -1.1 0.5
H -7.868 -4.836 -3.302 0.4 0.3 -0.1
H -10.830 -3.952 -3.631 0.0 -0.3 0.1
H -9.400 -3.148 -4.335 -0.1 0.0 -0.3
H -10.490 -2.258 -3.257 0.1 -0.1 0.1
C 2.197 4.858 -1.784 1.7 0.6 -0.1
O 1.828 4.522 -3.082 -0.4 -1.0 -2.0
C 2.049 5.598 -4.034 -1.3 -0.5 0.9
C 1.872 5.332 -5.560 -0.1 -1.8 1.2
O 0.738 4.543 -5.955 -0.2 1.9 0.8
C -0.503 5.256 -5.640 0.8 -3.1 0.0
C -1.613 4.190 -5.884 -1.0 0.9 -0.5
O -1.575 2.966 -5.144 -0.5 0.0 0.2
C -2.752 2.087 -5.267 1.4 0.3 -1.4
H 1.677 5.712 -1.351 -0.3 0.0 -0.1
H 3.246 5.133 -1.896 0.4 0.3 0.7
H 2.190 4.015 -1.093 -0.5 -0.2 -0.5
H 3.043 6.038 -3.948 0.2 0.0 0.3
H 1.286 6.271 -3.643 0.2 1.0 -0.6
H 2.698 4.726 -5.931 0.2 0.3 0.1
H 1.921 6.334 -5.987 -0.3 0.1 -0.4
H -0.583 6.079 -6.350 -0.5 0.1 0.1
H -0.470 5.579 -4.599 -0.2 0.1 0.0
H -1.659 4.059 -6.966 0.4 -0.7 -0.2
H -2.565 4.694 -5.722 -0.3 0.2 0.5
H -2.613 1.474 -6.157 0.0 0.3 -0.7
H -3.694 2.622 -5.387 0.1 0.1 0.5
H -2.768 1.272 -4.543 0.1 0.9 0.9
```
Positions in Å, forces in eV/Å.

The total energy is -5609.593530 hartree. Its highest occupied orbital energy is -9.2 eV. The orbital gap comes out at 9.6690 eV. As for the energy relative to the best compared isomer or geometry (same formula, charge and spin): 179.79 kJ/mol. As for the SMILES: COP(=O)(OC)OC.COCCOCCOC.COCCOCCOC.COCCOCCOC.COCCOCCOC.ClCCCl.ClCCCl.ClCCCl. As for the LUMO energy: 0.492 eV.


Entry from the OMol25 dataset: a molecular structure, C33H78BaN5O19 in a non-equilibrium geometry (the ωB97M-V functional and the def2-TZVPD basis).

The geometry in XYZ format:
```
136
Properties=species:S:1:pos:R:3:forces:R:3
Ba -18.808 14.039 17.805 -1.1 0.5 -1.2
O -20.847 10.096 16.428 -0.3 -1.4 -0.8
C -20.239 11.214 16.749 1.0 4.7 -1.7
O -19.742 11.341 17.867 1.0 -1.2 3.3
O -20.163 12.179 15.947 -0.7 -0.6 -1.0
H -20.588 9.563 17.183 -0.6 -0.8 0.3
O -15.786 17.527 17.347 1.6 0.3 -0.8
C -16.620 16.531 17.501 -4.8 -1.9 1.8
O -16.475 15.437 16.922 2.4 -1.1 -1.7
O -17.627 16.684 18.177 -1.8 1.4 2.4
H -15.362 16.926 16.730 2.5 0.9 -1.4
O -23.591 14.320 18.738 -0.8 -0.6 1.1
C -22.559 14.679 18.003 2.6 1.5 -4.2
O -22.681 14.943 16.795 -1.2 0.0 0.1
O -21.423 14.742 18.560 0.5 -0.5 1.7
H -23.015 14.122 19.481 -0.7 -0.4 1.5
C -21.162 19.102 12.943 -0.5 0.2 1.1
O -20.290 18.365 13.813 0.4 0.2 -2.6
C -20.712 18.266 15.136 0.0 -0.1 0.3
C -19.826 17.353 16.024 -1.3 -0.4 0.6
N -20.054 15.879 16.006 1.4 1.2 -1.3
C -19.997 15.431 14.613 0.2 -0.1 -0.6
C -18.606 15.579 13.972 0.8 -1.1 -0.3
O -18.395 14.753 12.735 -0.2 1.0 1.9
C -19.087 15.314 11.673 -1.3 0.1 -0.5
H -20.815 19.309 11.930 0.9 -0.4 0.3
H -21.404 20.059 13.405 0.2 0.4 0.1
H -22.145 18.662 12.778 -0.1 -0.7 0.3
H -21.761 17.971 15.135 -0.2 -0.4 0.4
H -20.667 19.268 15.564 0.0 0.3 0.3
H -20.126 17.698 17.014 0.4 -0.1 0.3
H -18.757 17.542 15.925 -0.1 0.2 -0.2
H -20.979 15.609 16.309 -0.8 0.2 0.5
H -20.716 16.031 14.056 -0.2 -0.4 -0.4
H -20.259 14.373 14.610 -0.1 -0.1 -0.2
H -17.877 15.217 14.698 0.1 -0.3 -0.1
H -18.263 16.594 13.770 -0.5 0.2 -0.3
H -19.189 14.612 10.845 0.5 -0.2 0.0
H -18.709 16.269 11.309 0.6 0.1 0.0
H -20.124 15.528 11.931 -0.3 0.0 0.3
C -21.251 11.716 20.685 -0.5 0.5 0.3
O -22.338 11.629 21.638 0.8 -1.6 -0.7
C -22.463 10.224 22.062 -1.0 2.4 1.2
C -23.638 10.183 23.080 -1.1 -1.2 -0.4
N -24.983 10.170 22.455 0.7 1.1 -1.7
C -25.154 11.402 21.650 -1.1 0.7 -0.7
C -26.607 11.712 21.156 0.8 -1.2 1.4
O -27.473 11.635 22.302 0.6 0.7 -0.9
C -28.678 12.338 22.091 -0.2 -1.0 1.8
H -21.302 12.675 20.169 -0.1 0.1 0.1
H -21.268 10.946 19.914 -0.1 -0.2 0.1
H -20.294 11.680 21.206 0.2 -0.2 0.2
H -21.547 10.013 22.614 0.2 -0.5 -0.2
H -22.626 9.574 21.202 0.0 -0.1 0.1
H -23.596 10.950 23.853 0.6 0.5 -0.2
H -23.626 9.239 23.626 0.5 -0.2 0.0
H -25.749 10.095 23.109 0.2 0.1 0.3
H -24.513 11.456 20.770 0.0 -0.8 -0.1
H -24.771 12.293 22.147 -0.3 0.2 0.7
H -26.968 10.959 20.455 0.2 -0.1 -0.3
H -26.678 12.697 20.696 0.3 0.1 0.0
H -29.253 11.948 21.251 0.0 0.2 -0.3
H -28.592 13.424 22.122 0.3 0.1 -0.5
H -29.170 12.056 23.022 -0.8 0.3 -0.2
C -13.870 21.102 23.848 1.8 -0.7 0.2
O -12.956 20.664 22.813 -1.2 -0.5 1.3
C -13.414 20.966 21.542 1.1 0.3 -2.0
C -12.614 20.126 20.492 -0.5 0.0 0.2
N -12.898 18.699 20.599 -0.1 0.5 0.3
C -14.248 18.333 20.199 -0.2 -1.8 0.3
C -14.438 16.791 20.468 -0.2 1.2 -0.5
O -14.362 16.514 21.855 0.3 -0.8 0.6
C -15.441 16.946 22.639 -0.3 0.3 0.2
H -14.911 20.802 23.737 0.0 0.0 -0.5
H -13.753 22.173 24.017 -0.3 0.2 -0.2
H -13.466 20.585 24.718 -0.3 0.2 0.3
H -13.192 22.017 21.356 -0.3 0.4 -0.3
H -14.479 20.786 21.396 -0.2 0.0 0.2
H -11.539 20.229 20.639 0.0 0.3 0.2
H -12.839 20.433 19.470 -0.1 0.3 0.0
H -12.906 18.613 21.606 0.4 -0.9 0.4
H -14.483 18.554 19.157 0.2 0.0 0.0
H -14.998 18.809 20.830 -0.3 0.3 -0.2
H -13.675 16.184 19.982 0.3 0.3 0.2
H -15.378 16.453 20.032 -0.5 0.1 0.2
H -15.462 16.568 23.661 0.9 -0.6 0.0
H -16.401 16.605 22.251 -0.2 0.4 -0.5
H -15.389 18.023 22.796 -0.4 0.3 -0.3
C -20.831 7.368 18.798 0.2 0.2 -0.4
O -21.662 8.479 18.539 -2.2 -1.4 0.9
C -23.102 8.147 18.766 0.4 2.2 -0.1
C -23.879 9.467 18.497 0.5 -1.3 -0.1
N -23.776 9.820 17.105 -0.4 -0.1 -0.3
C -23.992 11.242 16.830 -0.5 -0.1 -0.7
C -25.307 11.796 17.414 1.3 0.2 -1.4
O -25.800 12.829 16.549 -1.2 0.2 1.4
C -27.033 13.357 17.113 0.9 0.5 -0.9
H -20.816 7.072 19.847 -0.1 0.0 0.2
H -19.825 7.660 18.497 0.1 0.0 0.1
H -21.128 6.516 18.187 -0.1 -0.2 0.0
H -23.371 7.837 19.775 0.9 0.1 0.6
H -23.523 7.338 18.169 0.6 0.0 -0.8
H -23.521 10.289 19.118 0.2 -0.1 0.6
H -24.897 9.216 18.794 -0.3 0.3 0.0
H -22.810 9.696 16.840 0.1 -0.4 -0.2
H -24.014 11.346 15.745 -0.1 0.1 -0.1
H -23.118 11.811 17.147 -0.1 0.4 0.3
H -24.976 12.194 18.374 -1.0 0.1 0.5
H -26.093 11.042 17.379 0.2 -0.4 0.8
H -27.664 13.641 16.271 -0.1 -0.2 0.0
H -26.876 14.281 17.669 0.5 0.1 0.2
H -27.565 12.688 17.790 0.1 -0.5 -0.2
C -19.256 15.418 21.136 -2.1 1.2 1.8
O -18.765 14.331 20.475 2.2 -1.9 -0.7
C -17.831 13.516 21.207 0.0 0.6 0.9
C -17.302 12.373 20.408 -1.0 0.1 -0.8
N -16.708 12.897 19.166 0.8 -2.3 0.5
C -16.234 11.720 18.376 -0.8 0.0 -1.9
C -15.942 12.047 16.885 0.8 1.6 0.6
O -17.105 12.535 16.227 -0.2 -1.0 -0.9
C -17.104 12.496 14.770 -0.5 -0.1 0.5
H -18.670 15.822 21.961 0.7 -0.3 -0.1
H -20.191 15.075 21.580 -0.4 0.3 0.4
H -19.544 16.278 20.532 0.4 -0.4 -0.7
H -18.274 13.075 22.100 -0.5 0.2 0.2
H -16.988 14.108 21.564 0.1 0.6 0.0
H -18.156 11.720 20.224 0.1 -0.2 -0.6
H -16.554 11.798 20.953 -0.1 0.0 0.5
H -15.885 13.315 19.577 0.5 0.7 -0.8
H -16.997 10.956 18.227 -0.9 0.4 0.6
H -15.454 11.106 18.827 0.7 0.5 0.2
H -15.437 11.193 16.433 -0.5 -0.3 -0.3
H -15.253 12.888 16.798 0.6 0.0 0.3
H -18.052 12.881 14.394 -0.1 0.1 0.5
H -17.078 11.473 14.394 0.4 -0.2 0.2
H -16.332 13.104 14.298 0.4 0.0 0.4
```
Positions in Å, forces in eV/Å.

The total energy is -3032.990031 hartree. Its highest occupied orbital energy is -5.6 eV. The orbital gap comes out at 7.4300 eV. As for the LUMO energy: 1.874 eV. As for the charge: -1.


Which of these has the highest orbital gap? C33H77Cl6O16P


What is the orbital gap in the first record? 9.6690 eV


highest occupied orbital energy of number 2 (C33H78BaN5O19)? -5.6 eV